1.
The following is a DFT calculation (ωB97M-V with the def2-TZVPD basis set) of a structure of composition C45H37EuF9N3O2PS.

Element x y z (Å)
C: 2.494 3.638 1.698
F: 1.355 2.423 -6.273
C: -3.357 3.593 0.955
C: -4.034 -0.438 0.924
C: -3.707 -1.619 0.277
H: 2.306 2.516 -3.613
H: -1.176 -4.017 2.746
Eu: -0.524 -1.044 0.844
H: -1.629 3.992 -4.589
C: -1.958 5.150 -0.126
H: -2.020 -3.400 4.172
H: -5.169 4.222 1.805
H: 2.985 -3.449 -5.135
S: 0.918 -3.969 -0.728
C: -1.345 3.357 -2.609
H: -0.807 1.811 2.677
F: 4.644 3.263 3.493
O: -0.342 -3.245 -0.189
C: 3.432 3.069 4.012
C: 0.128 2.299 2.389
H: -2.153 -0.961 3.779
F: -0.042 4.108 -6.462
C: -3.047 -2.633 0.985
C: -4.269 4.599 1.308
C: 1.262 2.744 -3.373
C: -0.468 2.737 -1.656
H: -2.335 3.637 -2.320
C: -0.895 3.626 -3.896
H: 1.442 4.075 -0.139
C: -3.470 -0.157 2.181
C: 2.342 3.107 2.982
C: -0.558 -6.297 -1.083
H: -0.340 -9.374 0.339
H: 1.123 -2.185 -6.133
H: -2.809 -3.588 0.552
P: -1.095 2.434 -0.022
C: -2.161 3.827 0.294
H: -1.226 -5.719 -1.723
C: 2.099 -3.255 -4.516
C: 0.998 -2.642 -5.122
H: -2.953 -4.382 2.941
H: -1.682 -8.165 -1.228
C: 1.394 3.548 0.797
C: 2.213 -0.860 0.563
H: -1.365 -3.205 -2.668
C: 1.963 -3.821 -3.245
C: 1.204 -7.770 0.466
F: 2.047 4.454 -5.740
C: -2.145 -3.647 3.089
C: -2.722 -1.151 2.848
C: 0.953 3.595 -5.661
C: -0.367 -3.164 -3.164
C: -2.848 6.198 0.211
C: -0.822 -7.645 -0.801
H: 2.808 -0.998 4.851
C: 4.423 -1.135 1.325
N: 1.749 -1.155 1.805
O: 1.430 -0.469 -0.356
C: 0.003 -8.348 0.068
C: 0.764 -3.677 -2.526
F: -5.578 6.471 2.598
H: 1.927 -8.411 0.994
C: 1.154 2.431 3.327
C: 0.774 2.301 -2.152
H: 4.730 -1.203 3.436
H: 2.827 -4.294 -2.755
N: 2.152 -1.091 4.114
H: -4.631 0.320 0.438
C: -4.706 7.027 1.672
H: -3.860 -1.753 -0.790
H: -2.648 7.200 -0.237
H: 3.368 4.137 1.316
N: 3.540 -0.948 0.301
H: 2.379 -6.000 0.731
C: 1.479 -6.426 0.234
F: -5.435 7.808 0.820
C: 0.437 3.392 -4.303
H: 3.170 -0.897 -1.755
F: 3.238 3.999 5.023
H: 0.949 1.969 4.278
H: -1.083 5.346 -0.716
H: 5.453 -1.202 1.006
C: -3.966 5.950 1.021
H: 4.386 0.277 -1.174
F: 3.450 1.825 4.552
H: -3.506 0.839 2.681
H: 1.432 1.754 -1.454
C: 3.990 -0.725 -1.049
H: 1.160 -1.122 4.315
C: 3.996 -1.178 2.607
C: -2.560 -2.442 2.289
H: -1.101 -2.166 -4.932
C: 0.583 -5.716 -0.542
F: -3.867 7.881 2.370
C: 2.610 -1.143 2.859
H: -3.668 2.559 1.190
C: 0.196 2.865 1.112
C: -0.230 -2.620 -4.475
H: 4.820 -1.455 -1.230

Computed properties:
**E**: -4399.800724 a.u.
**Spin multiplicity**: 8
**Charge**: +2
**Energy above the lowest of the compared OMol25 structures with the same formula, charge and spin**: 174.0 kcal per mole
**LUMO level (spin up / spin down)**: -5.45 / -7.59 eV
**Kohn-Sham gap (spin up / spin down)**: 4.495 / 4.127 eV

***

2.
The following is a DFT calculation (ωB97M-V with the def2-TZVPD basis set) of a structure of composition C45H37IrN7OP2SSe2.

Element x y z (Å)
C: -1.789 -5.102 1.789
H: 5.450 -0.346 2.633
Se: -1.402 -1.528 4.423
H: 6.024 5.363 0.448
H: -0.613 3.353 -3.890
C: -3.283 5.320 -3.232
H: -3.615 6.399 -1.415
H: -7.079 -1.502 1.168
C: 5.322 5.097 -0.328
H: 2.652 2.501 4.159
H: -2.793 -4.947 1.422
H: -2.291 -0.291 -3.146
H: -2.701 4.172 -4.943
H: 1.792 4.629 3.228
C: -1.055 -4.039 2.302
H: 0.526 3.419 3.469
C: 4.559 6.097 -0.953
C: -1.960 -1.889 -1.754
C: 0.927 -2.825 -1.582
N: 0.050 -0.449 2.415
H: 2.127 -1.901 -3.105
C: 1.022 4.043 2.729
Se: 0.346 0.269 -2.686
C: -2.439 4.477 -3.940
C: 0.076 -6.551 2.233
H: 2.830 4.175 -2.969
C: -1.785 5.288 -1.359
H: -1.511 5.591 -0.362
C: -3.378 -2.148 1.907
H: -5.667 -2.777 -2.331
O: 1.085 3.196 -2.107
H: 1.543 -5.846 -0.199
C: -4.627 -2.533 -2.178
C: -5.072 -0.848 0.836
H: -4.289 -4.163 -0.835
C: 2.766 -4.901 -1.685
C: -0.948 4.418 -2.058
C: 4.251 3.448 -1.712
C: 5.175 3.788 -0.712
N: 1.255 3.162 0.451
N: 3.269 1.583 0.990
C: 1.628 3.166 1.685
P: -1.668 -2.337 2.431
C: -3.736 -1.071 1.106
H: -4.206 5.651 -3.682
H: -0.039 -3.989 -0.056
S: 4.044 1.837 -2.269
C: -2.525 -2.986 -1.111
H: 3.768 -3.735 -3.169
H: -2.973 -0.416 0.707
H: 0.291 4.715 2.289
H: -1.775 -7.196 1.377
C: 2.691 2.226 2.021
N: 0.323 3.906 -0.089
C: -2.953 5.734 -1.949
C: 0.222 3.819 -1.415
N: 3.540 4.448 -2.288
C: 0.777 -3.935 -0.757
C: -0.068 -0.912 0.270
H: 3.049 6.458 -2.443
H: 4.656 0.224 0.345
C: 4.233 0.703 1.220
H: 4.419 0.836 4.578
H: 4.668 7.131 -0.668
Ir: 2.032 1.431 -0.962
H: -1.935 -3.598 -0.448
C: -0.573 -1.254 1.527
C: -5.673 -2.757 2.176
C: -6.037 -1.690 1.368
C: -4.062 -1.453 -2.837
H: 5.753 2.998 -0.260
H: 1.802 -5.640 3.123
C: 2.925 -3.791 -2.498
C: 4.104 1.056 3.568
C: 0.804 -5.487 2.744
N: 0.825 0.079 0.512
H: 0.515 -7.535 2.206
C: 0.239 -4.228 2.781
C: -2.733 -1.130 -2.627
H: -4.661 -0.871 -3.521
C: 1.683 -4.977 -0.823
H: -6.430 -3.401 2.593
H: -5.360 -0.012 0.220
C: -1.213 -6.361 1.760
C: -4.341 -2.983 2.464
C: -3.853 -3.306 -1.327
H: 3.484 -5.707 -1.717
C: 3.671 5.737 -1.932
C: 3.114 1.990 3.332
C: -1.270 4.029 -3.361
H: 0.781 -3.383 3.188
C: 4.680 0.395 2.493
P: -0.223 -1.410 -1.459
H: -4.042 -3.784 3.126
C: 2.005 -2.758 -2.457
N: 0.863 0.324 1.793

Computed properties:
**E**: -8183.049729 a.u.
**Spin multiplicity**: 2
**Charge**: +2
**LUMO level (spin up / spin down)**: -8.21 / -7.93 eV
**Kohn-Sham gap (spin up / spin down)**: 2.772 / 2.794 eV

***

3.
The following is a DFT calculation (ωB97M-V with the def2-TZVPD basis set) of a structure of composition C45H37N3P2Ti.

Element x y z (Å)
C: -2.393 0.483 -2.773
C: -6.628 -1.312 0.117
C: -2.450 -2.432 -3.172
H: 2.812 0.994 4.203
C: -2.707 1.630 -2.037
H: -2.825 3.768 -2.050
C: 1.843 -2.385 0.564
C: 3.831 -3.775 -0.787
C: -1.931 0.596 -4.081
H: -4.113 -3.600 -5.877
C: -3.351 -3.521 -5.113
C: -3.433 -2.523 -4.157
C: -2.571 2.880 -2.615
C: -1.288 0.985 1.136
C: -5.255 -0.422 -1.643
H: -3.468 -2.510 0.353
H: 4.600 -4.306 -1.330
N: 1.728 -0.671 -1.139
H: 3.647 -2.254 -2.310
H: -0.401 -1.515 2.800
H: 1.271 4.724 -4.217
C: 4.383 1.578 1.262
C: -4.169 -1.138 -1.148
P: -2.566 -1.119 -1.959
N: 0.828 -1.700 1.168
C: 0.405 -2.089 2.357
C: 2.008 1.956 1.056
H: -0.652 -3.268 -2.354
N: -1.416 -1.320 -0.835
H: -5.147 0.211 -2.516
C: -6.483 -0.509 -1.006
C: -1.800 1.854 -4.655
C: 4.210 1.220 2.592
C: -2.126 2.990 -3.929
C: 3.426 -4.220 0.439
H: 3.871 -5.104 0.878
H: 1.614 -0.655 -2.152
H: -1.216 4.401 1.471
C: 1.253 4.780 -3.137
C: 3.282 -2.607 -1.353
H: 1.267 4.987 0.723
H: -3.981 1.574 3.122
H: 1.770 6.858 -3.088
P: 0.587 2.253 -0.039
C: 2.309 -1.919 -0.687
H: -1.698 -0.289 -4.661
C: 2.418 -3.532 1.150
H: 0.719 2.715 -2.878
H: -0.508 -5.047 -4.072
C: 0.950 -3.191 3.027
H: 2.354 0.101 -0.892
H: -2.039 3.968 -4.385
H: -4.263 -1.826 -4.172
C: 0.954 3.652 -2.388
C: 2.943 1.241 3.158
H: 0.855 1.622 2.846
C: -1.547 3.379 1.609
H: -2.234 -5.204 -5.831
C: -5.546 -2.033 0.606
H: -7.588 -1.380 0.610
C: 1.537 5.979 -2.501
C: 1.840 1.601 2.396
H: -3.075 1.543 -1.019
C: 1.531 6.058 -1.113
H: 5.068 0.945 3.190
H: -7.326 0.051 -1.388
Ti: -0.209 -0.317 -0.121
C: -0.877 2.321 1.010
H: 2.363 -4.790 2.905
C: -1.396 -3.337 -3.138
C: 3.287 1.948 0.496
C: 0.943 3.727 -0.997
C: -2.427 0.730 1.909
C: -4.316 -1.950 -0.023
C: 1.939 -3.919 2.421
H: -3.217 3.894 2.850
C: 1.243 4.933 -0.359
H: 1.761 6.994 -0.622
C: -2.294 -4.424 -5.085
H: -1.458 1.941 -5.678
H: 0.568 -3.457 4.001
H: 5.374 1.588 0.829
H: -5.663 -2.666 1.476
C: -3.100 1.777 2.527
H: -2.813 -0.278 2.013
H: 3.431 2.272 -0.531
C: -2.668 3.093 2.374
C: -1.322 -4.335 -4.099

Computed properties:
**E**: -3433.071620 a.u.
**Spin multiplicity**: 1
**Charge**: +2
**Energy above the lowest of the compared OMol25 structures with the same formula, charge and spin**: 7.3 kcal per mole
**LUMO level**: -5.87 eV
**Kohn-Sham gap**: 7.735 eV

***

4.
The following is a DFT calculation (ωB97M-V with the def2-TZVPD basis set) of a structure of composition C45H38ClF3N7O5P2S2Se2W.

Element x y z (Å)
C: 3.535 -2.818 -2.961
C: -0.247 0.617 4.237
P: 1.241 -1.339 -2.899
Se: -0.858 -1.962 -2.733
H: 5.390 -3.879 -3.056
C: -2.730 -2.506 2.106
H: -2.437 5.448 -2.242
C: -0.670 6.130 -3.268
C: -2.012 -1.291 1.508
C: -4.076 -1.927 2.563
H: -1.362 5.961 0.404
C: 1.875 -0.793 -7.412
Cl: 0.717 -0.642 3.517
H: -4.204 0.085 3.677
C: 1.755 -3.901 -1.760
H: -5.924 -2.345 1.424
H: -1.024 -1.166 1.964
C: 0.350 3.607 -2.703
C: -0.795 1.725 6.301
H: -1.544 3.226 -1.754
C: 2.597 -4.966 -1.487
N: -2.948 -3.440 0.972
H: -0.689 7.974 -4.175
C: -0.930 3.942 -2.286
O: 2.338 1.952 -2.862
H: -2.348 -3.224 -1.112
C: -1.726 2.491 5.618
C: -4.911 -1.984 1.233
C: 1.979 2.478 2.240
N: 1.325 1.773 1.317
O: -3.807 -0.570 -2.426
C: 3.902 -4.964 -1.955
H: 0.665 0.164 6.110
H: 3.217 4.181 2.700
C: -0.060 0.784 5.606
H: -2.316 3.233 6.137
H: 3.910 -1.983 -3.539
H: 3.221 0.784 -6.868
H: -2.148 7.549 -3.399
H: 0.736 -3.910 -1.390
H: 0.490 -2.415 -7.649
F: -2.248 2.331 -4.240
N: 2.069 3.313 -0.330
C: 2.215 -2.826 -2.510
S: 0.964 1.997 -2.457
H: 0.101 -2.688 -5.251
C: 2.698 4.004 0.604
C: 2.314 -0.110 -5.151
C: 4.372 -3.888 -2.692
C: -3.978 0.222 0.747
C: -1.898 2.312 4.259
C: 1.131 4.529 -3.393
H: -3.992 1.166 0.228
H: 2.131 4.261 -3.694
C: -2.789 1.126 -4.115
H: 1.916 2.110 3.258
S: -3.250 0.746 -2.351
C: -2.345 2.878 1.407
F: -3.941 1.113 -4.780
H: 2.230 -5.801 -0.908
F: -1.990 0.217 -4.657
C: -3.694 -0.530 2.955
C: 0.779 -1.914 -5.593
C: 0.625 5.780 -3.675
H: -5.235 4.636 1.657
N: -4.905 -3.941 -0.312
C: -1.521 3.901 0.950
H: -4.395 -4.696 -0.747
H: -0.641 1.854 7.363
H: -2.166 -2.996 2.896
C: -4.940 -0.662 0.532
H: 4.553 -5.801 -1.745
P: -1.578 1.258 1.702
C: 2.535 0.029 -6.513
C: -3.357 5.448 1.006
C: 1.426 -1.076 -4.690
H: -5.659 -3.569 -0.870
C: 1.405 2.225 0.075
C: 2.693 3.622 1.942
H: -2.615 2.942 3.758
W: -0.362 -0.370 -0.948
C: -2.903 -0.031 1.784
N: -1.168 7.374 -3.529
O: -1.998 0.773 -1.484
H: 1.228 6.497 -4.213
C: -3.688 3.163 1.666
N: 0.742 1.513 -0.919
Se: 1.195 -1.387 0.356
C: -2.485 -2.693 -0.184
H: -0.475 3.713 0.745
H: -4.352 2.393 2.039
H: 2.044 -0.678 -8.474
C: -4.191 4.435 1.459
H: -3.750 6.443 0.851
N: -1.824 -1.557 0.085
H: 3.223 4.893 0.272
C: -2.021 5.181 0.758
C: -4.195 -3.044 0.421
H: -4.567 -2.504 3.344
H: 2.817 0.543 -4.453
H: -5.714 -0.468 -0.196
C: -1.436 5.193 -2.562
O: 0.046 1.063 -3.119
O: -4.050 1.873 -1.977
C: 1.001 -1.768 -6.950
C: -1.166 1.375 3.515

Computed properties:
**E**: -9605.683655 a.u.
**Spin multiplicity**: 3
**Charge**: +1
**Energy above the lowest of the compared OMol25 structures with the same formula, charge and spin**: 143.8 kcal per mole
**LUMO level (spin up / spin down)**: -3.73 / -3.91 eV
**Kohn-Sham gap (spin up / spin down)**: 5.946 / 6.193 eV

***

5.
The following is a DFT calculation (ωB97M-V with the def2-TZVPD basis set) of a structure of composition C45H38GeIN3O2Sn.

Element x y z (Å)
C: 5.321 -0.979 -1.375
H: 0.375 -1.113 -7.433
H: -2.901 -2.590 4.217
O: -0.053 -3.449 0.586
C: 1.316 -0.057 3.507
C: 0.761 3.066 -2.802
C: -2.803 1.305 0.643
C: 2.395 -0.410 -7.290
H: 1.101 1.390 0.181
C: -1.112 -5.706 -0.596
C: -0.465 -2.732 3.416
H: 6.537 -0.327 0.279
C: 4.164 -0.753 -2.105
H: 1.479 2.698 5.470
N: -0.620 -1.521 3.089
H: -3.161 -6.494 3.330
C: 3.317 0.328 -1.828
C: 1.148 -0.736 -6.772
H: -5.309 3.208 -0.693
Sn: -0.826 -1.271 -0.202
C: 4.844 0.956 -0.043
H: -0.681 5.387 2.472
H: 2.604 -0.550 -8.345
N: -2.200 -6.150 1.529
C: 0.007 -0.473 3.767
C: -0.664 2.301 0.984
H: -1.672 -6.594 -0.885
C: -3.622 0.276 1.154
C: -2.477 -5.831 2.806
H: 3.898 -1.437 -2.906
C: 5.658 -0.131 -0.325
C: 1.866 -0.090 -4.542
C: -0.816 -4.146 1.344
C: -0.282 4.521 1.951
H: -5.593 -0.502 1.428
C: -3.468 2.363 -0.021
I: 2.530 -1.150 2.192
C: -0.218 1.384 5.306
H: -0.082 -0.850 -5.018
C: -5.001 0.305 1.010
H: -1.466 -4.201 5.456
H: 5.093 1.614 0.782
N: -1.433 1.204 0.737
H: -2.124 4.645 -3.622
H: 5.951 -1.830 -1.607
C: -2.355 -4.365 4.834
H: -2.959 2.315 -3.475
H: -1.364 -4.867 -1.250
C: 0.893 -0.581 -5.415
H: -6.710 1.375 0.244
C: 3.101 0.266 -5.090
H: 1.718 5.327 1.812
C: 0.715 2.279 0.671
C: -0.745 0.268 4.685
Ge: 1.469 0.157 -2.580
H: 1.310 -2.151 -1.700
H: 0.258 5.124 -3.134
O: -3.200 -3.211 4.892
C: 1.835 1.081 4.110
C: -1.909 2.529 -3.308
H: 3.070 2.035 -0.551
H: -2.162 3.504 1.976
H: -0.823 1.938 6.014
H: 4.347 0.368 -6.841
C: -1.126 3.462 1.664
C: 3.372 0.100 -6.445
H: -0.040 -5.879 -0.725
C: 0.651 -1.279 -1.668
H: 2.599 3.289 0.703
C: -1.445 3.836 -3.374
C: -1.094 -3.870 2.713
C: 1.074 1.803 5.013
C: 0.318 1.746 -2.750
C: -1.034 1.496 -2.997
H: 1.803 3.294 -2.591
C: 1.066 4.486 1.601
C: -4.844 2.383 -0.162
C: -1.409 -5.356 0.833
H: -3.146 -0.536 1.690
H: -2.866 3.158 -0.443
C: -5.632 1.354 0.353
H: 3.864 0.680 -4.439
H: 0.153 -2.985 4.292
H: -1.763 -0.048 4.884
H: -2.929 -5.177 5.282
C: 1.548 3.341 0.971
C: -1.945 -4.728 3.434
C: -0.109 4.105 -3.105
C: 3.694 1.181 -0.791
H: -1.404 0.477 -2.932
H: 2.839 1.403 3.865

Computed properties:
**E**: -4641.233906 a.u.
**Spin multiplicity**: 1
**Charge**: -2
**Energy above the lowest of the compared OMol25 structures with the same formula, charge and spin**: 3.8 kcal per mole
**LUMO level**: 4.05 eV
**Kohn-Sham gap**: 5.372 eV

***

Largest force on an atom? In order: 4.3 4.0 0.8 2.4 0.7 eV/A.